C30H40BaN3O2Se | the ωB97M-V functional and the def2-TZVPD basis

Charge = -1
LUMO = 2.00 eV
HOMO-LUMO gap = 7.04 eV

Geometry (Å):
Ba: 0.19 -0.62 0.38
C: 1.02 5.62 5.45
C: -0.22 5.43 4.56
C: -0.20 6.53 3.50
C: -1.49 5.59 5.40
C: -0.18 4.03 3.95
C: -0.17 3.80 2.58
C: -0.12 2.51 2.08
Se: 0.00 2.28 0.17
C: 1.91 2.48 0.01
C: 2.44 3.75 0.10
C: 3.82 3.93 0.10
C: 4.60 2.78 0.03
C: 4.10 1.49 -0.07
C: 2.69 1.30 -0.13
O: 2.08 0.16 -0.29
C: 5.15 0.36 -0.11
C: 6.01 0.45 1.17
C: 4.59 -1.07 -0.15
C: 6.04 0.53 -1.35
C: 4.47 5.31 0.20
C: 5.37 5.54 -1.03
C: 5.32 5.38 1.48
C: 3.44 6.44 0.26
C: -0.11 1.36 2.90
O: -0.06 0.18 2.35
C: -0.14 1.60 4.31
C: -0.17 2.90 4.77
C: -0.15 0.41 5.28
C: -0.20 0.87 6.74
C: -1.40 -0.46 5.03
C: 1.12 -0.43 5.11
H: 1.03 6.63 5.88
H: 1.93 5.48 4.87
H: 1.03 4.90 6.28
H: -0.23 7.50 3.98
H: -1.07 6.45 2.84
H: 0.70 6.47 2.89
H: -1.55 6.60 5.83
H: -1.51 4.87 6.23
H: -2.37 5.43 4.78
H: -0.19 4.62 1.87
H: 1.76 4.58 0.19
H: 5.67 2.91 0.05
H: 5.38 0.34 2.05
H: 6.53 1.40 1.24
H: 6.76 -0.35 1.18
H: 3.96 -1.27 0.72
H: 5.42 -1.78 -0.15
H: 3.99 -1.23 -1.04
H: 6.55 1.49 -1.34
H: 5.43 0.48 -2.25
H: 6.80 -0.26 -1.39
H: 6.17 4.80 -1.08
H: 5.82 6.54 -0.99
H: 4.77 5.47 -1.94
H: 6.12 4.63 1.47
H: 4.69 5.18 2.35
H: 5.77 6.37 1.59
H: 2.80 6.44 -0.63
H: 3.96 7.40 0.30
H: 2.81 6.35 1.15
H: -0.19 3.06 5.84
H: -1.10 1.45 6.95
H: 0.67 1.47 7.00
H: -0.21 0.00 7.39
H: -2.31 0.12 5.21
H: -1.40 -1.32 5.70
H: -1.41 -0.81 4.01
H: 2.01 0.18 5.32
H: 1.19 -0.79 4.08
H: 1.11 -1.28 5.78
N: -2.00 -0.81 -0.51
C: -3.06 -0.37 -0.25
N: -4.21 -0.02 0.13
C: -5.09 0.87 -0.20
N: -5.94 1.64 -0.42

***

C3H10O3S | the ωB97M-V functional and the def2-TZVPD basis

ΔE to the lowest compared entry with this formula, charge and spin = 18.4 kcal per mole
LUMO = 0.60 eV
Structure (SMILES) = O=CCCS.O.O
HOMO-LUMO gap = 9.73 eV

Geometry (Å):
O: -1.50 -0.43 -2.33
C: -0.84 0.45 -1.86
C: 0.14 0.25 -0.76
C: 0.14 1.40 0.27
S: 0.12 1.01 2.04
H: -0.96 1.47 -2.29
H: -0.09 -0.68 -0.23
H: 1.14 0.11 -1.14
H: -0.73 2.03 0.08
H: 1.07 1.97 0.16
H: -0.50 -0.17 2.04
O: 4.03 -1.98 -0.56
H: 4.49 -1.31 -0.04
H: 4.17 -1.74 -1.48
O: -2.83 -1.34 0.52
H: -2.45 -1.91 1.20
H: -3.74 -1.25 0.81

***

C6H12N2 | the ωB97M-V functional and the def2-TZVPD basis

ΔE to the lowest compared entry with this formula, charge and spin = 58.3 kcal per mole
LUMO = 0.84 eV
Structure (SMILES) = C=CN/C=N/C(C)C
HOMO-LUMO gap = 9.25 eV

Geometry (Å):
C: 1.51 2.11 -0.89
C: 1.69 1.03 -1.62
N: 1.18 -0.29 -1.55
C: 0.13 -0.60 -0.71
N: -0.11 0.19 0.23
C: -1.03 -0.25 1.19
C: -2.47 -0.60 0.74
C: -0.36 -1.20 2.16
H: 0.65 2.27 -0.09
H: 2.24 2.97 -1.14
H: 2.39 1.00 -2.42
H: 1.01 -0.89 -2.41
H: -0.12 -1.61 -0.70
H: -1.35 0.63 1.73
H: -2.52 -1.55 0.24
H: -3.16 -0.81 1.68
H: -2.81 0.17 0.11
H: 0.04 -2.04 1.55
H: -1.25 -1.54 2.81
H: 0.54 -0.80 2.63

***

C26H36F5N4P2PtS | the ωB97M-V functional and the def2-TZVPD basis

2S+1 = 5
Charge = +3
LUMO (spin up / spin down) = -9.45 / -13.68 eV
⟨S²⟩ = 6.055
HOMO-LUMO gap (spin up / spin down) = 4.66 / 3.37 eV

Geometry (Å):
Pt: 0.11 -0.36 -1.23
N: 0.16 -2.15 -2.66
C: -0.05 -1.89 -4.11
C: -1.29 -1.04 -4.52
N: -1.46 0.07 -3.62
H: 1.14 -2.47 -2.50
H: -0.51 -2.86 -2.32
H: -0.10 -2.85 -4.65
H: 0.87 -1.42 -4.55
H: -2.20 -1.63 -4.45
H: -1.16 -0.76 -5.58
H: -2.31 0.59 -3.79
H: -0.72 0.77 -3.65
F: 7.57 -1.43 -2.11
C: 6.29 -1.07 -2.22
C: 5.33 -2.08 -2.27
F: 5.80 -3.29 -2.55
C: 3.97 -1.74 -2.31
F: 3.05 -2.77 -2.35
C: 3.53 -0.41 -2.40
S: 1.94 0.24 -2.67
C: 4.52 0.60 -2.34
F: 4.21 1.89 -2.42
C: 5.88 0.28 -2.20
F: 6.84 1.20 -2.02
C: -0.13 2.91 -0.75
P: 0.29 1.44 0.23
C: -1.23 1.43 1.24
N: -1.48 2.63 1.91
C: -2.63 2.57 2.68
C: -3.08 3.72 3.38
C: -4.20 3.83 4.14
C: -5.02 2.65 4.23
C: -4.69 1.57 3.46
C: -3.50 1.42 2.67
N: -3.24 0.31 1.92
C: -2.04 0.33 1.20
P: -1.61 -1.07 0.11
C: -3.27 -1.09 -0.77
C: -1.27 -2.53 1.17
C: -0.24 -3.39 0.38
C: -2.63 -3.26 1.38
C: -0.63 -2.08 2.51
C: 1.75 1.60 1.29
C: 2.59 0.33 1.03
C: 2.56 2.86 0.85
C: 1.43 1.74 2.77
H: -0.32 3.81 -0.15
H: -1.05 2.64 -1.30
H: 0.64 3.05 -1.54
H: -2.41 4.58 3.33
H: -4.48 4.77 4.61
H: -5.90 2.63 4.87
H: -5.39 0.73 3.43
H: -4.00 -0.74 -0.02
H: -3.56 -2.08 -1.21
H: -3.18 -0.39 -1.59
H: -0.64 -3.74 -0.58
H: -0.03 -4.36 0.91
H: 0.67 -2.80 0.18
H: -3.04 -3.65 0.41
H: -3.42 -2.61 1.86
H: -2.47 -4.11 2.10
H: 0.42 -1.74 2.30
H: -0.64 -2.97 3.20
H: -1.17 -1.29 3.03
H: 3.03 0.27 0.02
H: 1.97 -0.56 1.17
H: 3.43 0.30 1.76
H: 2.73 2.99 -0.25
H: 3.58 2.84 1.30
H: 2.05 3.78 1.18
H: 0.92 0.85 3.14
H: 0.77 2.57 2.96
H: 2.38 1.89 3.31

***

C17H23N5O4S3 | the ωB97M-V functional and the def2-TZVPD basis

LUMO = 0.47 eV
Structure (SMILES) = COCCNc1nnc(SCC(=O)N2CCN(S(=O)(=O)c3ccccc3)CC2)s1
HOMO-LUMO gap = 8.24 eV

Geometry (Å):
C: -0.22 4.39 0.47
O: -1.52 4.09 0.03
C: -1.55 3.60 -1.30
C: -2.94 3.01 -1.55
N: -3.17 1.81 -0.79
C: -2.66 0.62 -1.16
N: -2.64 -0.43 -0.41
N: -2.14 -1.50 -0.99
C: -1.77 -1.32 -2.20
S: -1.00 -2.54 -3.17
C: -1.47 -4.04 -2.24
C: -1.53 -3.93 -0.72
O: -2.54 -4.28 -0.15
N: -0.40 -3.60 -0.05
C: 0.89 -3.29 -0.61
C: 1.18 -1.77 -0.53
N: 0.31 -1.18 0.45
S: 0.25 0.47 0.50
O: -0.76 0.88 1.41
O: 0.19 0.93 -0.86
C: 1.85 0.93 1.17
C: 2.00 1.02 2.54
C: 3.25 1.32 3.06
C: 4.32 1.51 2.21
C: 4.16 1.43 0.83
C: 2.91 1.13 0.31
C: 0.16 -1.93 1.67
C: -0.53 -3.27 1.36
S: -2.03 0.32 -2.79
H: -0.32 4.74 1.50
H: 0.42 3.50 0.45
H: 0.24 5.18 -0.14
H: -0.79 2.82 -1.44
H: -1.35 4.42 -2.01
H: -3.69 3.74 -1.24
H: -3.06 2.78 -2.61
H: -3.17 1.93 0.22
H: -0.76 -4.81 -2.56
H: -2.47 -4.32 -2.57
H: 1.64 -3.82 -0.01
H: 0.96 -3.63 -1.64
H: 0.97 -1.28 -1.48
H: 2.24 -1.60 -0.28
H: 1.14 0.87 3.17
H: 3.38 1.39 4.13
H: 5.30 1.74 2.62
H: 5.00 1.59 0.17
H: 2.74 1.07 -0.76
H: -0.46 -1.32 2.33
H: 1.14 -2.09 2.14
H: -0.09 -4.07 1.97
H: -1.60 -3.21 1.56

***

C9H14O | the ωB97M-V functional and the def2-TZVPD basis

2S+1 = 2
ΔE to the lowest compared entry with this formula, charge and spin = 5.2 kcal per mole
Charge = +1
LUMO (spin up / spin down) = -3.84 / -7.44 eV
⟨S²⟩ = 0.767
HOMO-LUMO gap (spin up / spin down) = 10.16 / 6.99 eV

Geometry (Å):
C: -2.96 -1.00 -1.02
C: -1.42 0.47 0.33
C: -2.12 0.21 -0.89
C: -0.48 1.44 0.41
C: -0.22 2.23 -0.74
C: -1.98 1.14 -1.95
C: -1.08 2.16 -1.89
O: 0.79 3.05 -0.83
H: -1.65 -0.08 1.23
H: 0.22 1.51 1.24
H: -2.96 -1.36 -2.05
H: -3.98 -0.74 -0.73
H: -2.55 1.02 -2.86
H: 1.33 3.06 -0.02
H: -0.88 2.82 -2.72
H: -2.66 -1.80 -0.34
C: 3.49 -1.49 1.34
C: 2.16 -2.06 1.89
H: 4.24 -2.28 1.19
H: 3.33 -1.06 0.35
H: 3.88 -0.70 1.99
H: 2.19 -3.14 2.04
H: 1.37 -1.79 1.18
H: 1.94 -1.62 2.86

***

C28H71HgN4O10 | the ωB97M-V functional and the def2-TZVPD basis

Charge = +1
LUMO = -3.93 eV
HOMO-LUMO gap = 6.20 eV

Geometry (Å):
Hg: 25.60 19.40 3.64
C: 26.86 23.25 5.65
C: 25.60 22.38 5.74
O: 25.55 21.16 5.12
H: 26.74 23.91 4.79
H: 27.78 22.66 5.69
H: 26.89 23.87 6.54
H: 24.72 22.94 5.43
H: 25.41 22.32 6.81
C: 21.07 21.89 7.47
O: 21.44 21.27 8.70
C: 22.71 21.70 9.28
C: 22.65 23.24 9.60
N: 21.90 23.43 10.76
C: 20.48 23.47 10.50
C: 19.79 24.10 11.76
O: 19.98 25.48 11.69
C: 19.23 26.22 12.70
H: 20.04 21.64 7.19
H: 21.66 21.61 6.60
H: 21.11 22.97 7.53
H: 23.42 21.56 8.46
H: 22.95 21.07 10.14
H: 22.34 23.90 8.79
H: 23.67 23.60 9.78
H: 22.25 24.26 11.22
H: 20.08 22.46 10.38
H: 20.29 24.08 9.62
H: 20.05 23.64 12.72
H: 18.73 23.87 11.61
H: 18.17 26.10 12.49
H: 19.65 27.23 12.64
H: 19.50 25.86 13.70
C: 29.90 31.05 1.97
O: 31.04 30.25 2.03
C: 30.96 29.45 3.22
C: 29.83 28.41 3.27
N: 30.00 27.34 4.26
C: 28.97 26.33 4.02
C: 29.04 25.74 2.58
O: 30.31 25.11 2.56
C: 30.48 24.34 1.32
H: 30.05 31.74 1.14
H: 29.67 31.45 2.95
H: 29.07 30.41 1.67
H: 30.91 30.11 4.08
H: 31.93 28.96 3.25
H: 29.72 28.10 2.23
H: 28.92 28.94 3.55
H: 30.83 26.86 3.94
H: 28.02 26.80 4.25
H: 29.08 25.47 4.68
H: 28.97 26.35 1.68
H: 28.24 25.02 2.39
H: 30.20 24.80 0.38
H: 29.84 23.47 1.19
H: 31.47 23.89 1.20
C: 27.38 15.70 6.25
O: 27.14 17.12 6.27
C: 28.26 17.98 6.52
C: 28.80 18.56 5.27
N: 27.95 19.53 4.48
C: 28.67 19.85 3.24
C: 27.88 20.89 2.51
O: 26.74 20.44 1.85
C: 26.33 21.24 0.76
H: 27.33 15.39 5.21
H: 26.79 15.07 6.91
H: 28.40 15.38 6.42
H: 28.97 17.37 7.08
H: 27.91 18.77 7.19
H: 29.15 17.79 4.58
H: 29.70 19.15 5.45
H: 27.77 20.26 5.15
H: 28.80 18.90 2.71
H: 29.68 20.21 3.41
H: 28.56 21.52 1.94
H: 27.61 21.59 3.31
H: 25.69 22.11 0.97
H: 25.48 20.70 0.34
H: 26.96 21.55 -0.07
C: 22.83 21.00 2.66
O: 23.35 19.69 3.08
C: 22.38 18.73 3.37
C: 23.12 17.53 3.99
N: 24.09 17.92 5.02
C: 23.53 18.79 6.08
C: 22.66 18.07 7.12
O: 23.45 17.15 7.85
C: 24.60 17.84 8.52
H: 22.31 21.07 1.71
H: 23.64 21.73 2.73
H: 22.08 21.37 3.36
H: 21.91 18.42 2.44
H: 21.50 18.96 3.98
H: 23.77 17.07 3.25
H: 22.45 16.71 4.22
H: 24.30 17.02 5.43
H: 22.86 19.47 5.56
H: 24.21 19.48 6.58
H: 21.99 17.31 6.71
H: 22.30 18.83 7.81
H: 24.32 18.66 9.19
H: 25.38 18.22 7.86
H: 25.01 16.96 9.02
C: 26.46 22.27 9.40
C: 26.82 21.05 10.40
O: 28.21 21.05 10.73
H: 27.04 22.20 8.48
H: 26.62 23.17 10.01
H: 25.42 22.27 9.07
H: 26.50 20.13 9.90
H: 26.31 21.04 11.36
H: 28.55 21.94 10.62

***

C3H3N3 | the ωB97M-V functional and the def2-TZVPD basis

ΔE to the lowest compared entry with this formula, charge and spin = 46.1 kcal per mole
LUMO = -1.15 eV
Structure (SMILES) = [H]/N=C1\C=NC=N1
HOMO-LUMO gap = 9.15 eV

Geometry (Å):
H: 1.85 -0.59 1.73
N: 1.89 -0.33 0.78
C: 0.75 -0.23 0.33
C: -0.75 -0.06 0.92
N: -1.58 0.22 -0.02
C: -0.75 0.41 -1.21
N: 0.44 0.01 -1.00
H: -1.28 -0.02 1.89
H: -1.22 0.58 -2.15